{"formula": "C4H8N2O", "method": "ωB97M-V/def2-TZVPD", "homo_ev": -7.9, "gap_ha": 0.327, "total_energy_ha": -341.8735, "de_lowest_ev": 3.542, "elements": ["C", "C", "O", "C", "N", "C", "N", "H", "H", "H", "H", "H", "H", "H", "H"], "coordinates": [[2.329388, -0.066743, -0.023865], [1.128147, -0.595594, -0.775369], [0.250785, -1.361495, 0.158535], [-0.690918, -0.394126, -0.098968], [-1.928967, -0.386542, 0.507204], [-0.028432, 0.349203, -0.990577], [-2.432695, 0.922404, 0.620730], [1.987239, 0.509121, 0.841742], [2.917161, 0.601510, -0.663770], [2.981797, -0.876526, 0.319233], [1.415056, -1.245289, -1.613431], [-2.010597, -0.976226, 1.330062], [-0.240069, 1.250340, -1.538251], [-3.418501, 0.968421, 0.384244], [-2.259392, 1.301537, 1.542480]], "forces_ev_per_angstrom": [[0.04, 0.01, 0.03], [0.33, 0.01, -0.09], [-0.17, 0.02, 0.09], [-0.07, 0.09, -0.19], [0.12, -0.13, 0.06], [-0.11, 0.05, 0.10], [-0.28, 0.12, -0.05], [0.05, -0.09, -0.10], [-0.11, -0.13, 0.04], [-0.10, 0.07, -0.08], [-0.14, 0.10, 0.19], [0.13, 0.10, -0.17], [0.17, -0.08, 0.03], [0.23, -0.22, 0.16], [-0.07, 0.08, -0.02]]}

***

{"formula": "C4H6N3OP", "method": "ωB97M-V/def2-TZVPD", "homo_ev": [-9.3, -9.3], "gap_ha": [0.298, 0.298], "total_energy_ha": -736.7907, "de_lowest_ev": 2.325, "elements": ["C", "C", "C", "C", "N", "N", "N", "O", "P", "H", "H", "H", "H", "H", "H"], "coordinates": [[2.379133, 0.686143, -0.095996], [1.651580, -1.287831, -0.033123], [-2.832864, 0.102844, -0.034028], [-1.360883, -0.247516, 0.087041], [3.419604, -0.029659, -0.209935], [2.908889, -1.345756, -0.163542], [1.117569, -0.025501, 0.103344], [0.032514, 2.315704, -0.123819], [-0.188380, 0.955146, 0.339972], [2.347790, 1.844543, -0.068021], [1.017376, -2.094808, 0.074976], [-2.800939, 1.187921, -0.159803], [-3.119089, -0.539350, -0.871409], [-3.523427, -0.201794, 0.853252], [-1.048876, -1.320093, 0.301093]], "forces_ev_per_angstrom": [[-1.74, 3.84, 0.98], [-1.31, 0.41, 0.84], [0.45, -1.08, 1.54], [-0.60, 0.43, 1.33], [-0.89, -1.22, -0.13], [1.51, -0.20, -0.43], [6.22, 1.76, -1.02], [-0.26, 1.04, 0.27], [-2.08, -3.63, -1.05], [0.20, -2.33, -0.15], [-0.91, -1.78, 0.03], [-1.03, -0.24, -0.50], [-0.62, 0.75, -0.30], [1.39, 0.60, -1.36], [-0.30, 1.66, -0.05]]}

***

{"formula": "C6H7NO", "method": "ωB97M-V/def2-TZVPD", "homo_ev": -7.1, "gap_ha": 0.239, "total_energy_ha": -362.0744, "de_lowest_ev": 20.111, "elements": ["C", "C", "C", "C", "C", "C", "H", "H", "H", "H", "H", "H", "H", "N", "O"], "coordinates": [[0.231993, -1.359008, -0.888580], [1.563173, -0.228670, -0.057623], [-0.214894, 1.257682, 0.695568], [-1.559068, 0.137646, 0.299735], [-0.278765, -0.010201, 0.783679], [0.515095, -0.059487, -0.657118], [-2.080685, -2.177373, -0.985449], [0.456355, -1.663084, -1.945862], [2.455097, -0.850748, 0.432096], [-0.553416, 2.382624, 0.530075], [-2.365839, 0.129071, 0.977197], [-0.007921, -0.701156, 1.512769], [0.237539, 0.823349, -1.305148], [-1.404888, -0.982012, -0.855921], [1.268485, 1.312953, 0.715224]], "forces_ev_per_angstrom": [[-5.43, -3.73, -3.55], [11.48, 0.27, 8.02], [4.89, 10.55, 1.07], [-1.04, -4.30, -4.41], [-5.37, -4.34, 3.88], [-4.94, 2.59, -8.13], [2.15, 4.88, 1.06], [-0.26, -0.32, 0.87], [-2.33, 1.81, -1.78], [0.08, -2.79, 1.57], [-1.32, 0.35, 0.14], [1.02, -1.22, 1.04], [0.20, -0.84, 0.29], [-0.41, -4.82, 0.28], [1.28, 1.90, -0.35]]}

***

{"formula": "C28H22AsF10N8ReS4", "method": "ωB97M-V/def2-TZVPD", "spin_multiplicity": 2, "homo_ev": [-4.1, -4.1], "s_squared": 0.766, "gap_ha": [0.219, 0.216], "total_energy_ha": -6423.7999, "charge": -1, "de_lowest_ev": 0.175, "elements": ["Re", "C", "N", "C", "C", "N", "C", "C", "F", "C", "F", "C", "F", "C", "F", "C", "F", "C", "C", "N", "C", "C", "F", "C", "F", "C", "F", "C", "F", "C", "F", "H", "H", "H", "H", "H", "H", "H", "H", "H", "H", "H", "S", "As", "S", "S", "S", "C", "C", "N", "C", "C", "N", "C", "N", "N", "N", "C", "C", "C", "C", "C", "C", "H", "H", "H", "H", "H", "H", "H", "H", "H", "H", "H"], "coordinates": [[-0.057902, -2.195604, 0.730895], [-0.858985, -5.227986, 1.166638], [-0.941109, -4.140742, 0.167453], [-0.301256, -4.617549, -1.088055], [0.387203, -3.479758, -1.811170], [1.138823, -2.711314, -0.815585], [2.357881, -2.202921, -1.238240], [2.545249, -1.569055, -2.473858], [1.519382, -1.437973, -3.328792], [3.759071, -1.036624, -2.865423], [3.871121, -0.423776, -4.048438], [4.857268, -1.119869, -2.030732], [6.029901, -0.591074, -2.395965], [4.722699, -1.758224, -0.813480], [5.781492, -1.872085, -0.005633], [3.505249, -2.301537, -0.442523], [3.457038, -2.955950, 0.720579], [-2.377565, -3.810499, 0.000974], [-2.617791, -2.520845, -0.761972], [-1.665677, -1.493899, -0.315978], [-1.938080, -0.205178, -0.775317], [-3.177836, 0.423308, -0.617979], [-4.140201, -0.168671, 0.104795], [-3.467589, 1.670141, -1.140647], [-4.685456, 2.190764, -0.981544], [-2.492887, 2.384205, -1.811515], [-2.774530, 3.562281, -2.364127], [-1.227991, 1.833931, -1.923539], [-0.266606, 2.500310, -2.570084], [-0.970062, 0.568292, -1.423626], [0.256873, 0.075937, -1.623513], [-1.398891, -6.108189, 0.798553], [-1.291062, -4.884158, 2.103542], [0.184361, -5.475512, 1.338943], [-1.039021, -5.128587, -1.715919], [0.461758, -5.340306, -0.800097], [-0.342104, -2.839089, -2.317254], [1.043182, -3.900180, -2.579198], [-2.774440, -3.696581, 1.009849], [-2.896550, -4.643575, -0.489670], [-3.655691, -2.244795, -0.570111], [-2.524601, -2.667650, -1.845646], [-1.961029, -0.342975, 6.593688], [0.051746, -0.307143, 6.073636], [-0.804823, -2.415478, 3.023876], [1.121191, -2.974752, 2.566704], [0.639860, 1.600586, 5.378066], [-1.560539, 0.782327, 2.201276], [-0.143145, 0.778770, 1.756976], [0.567340, -0.204539, 1.215168], [1.862386, 0.256895, 1.081932], [1.932527, 1.523696, 1.540238], [0.657030, 1.852936, 1.938689], [0.223206, 3.135879, 2.432496], [-0.412986, 3.910546, 1.389036], [-1.740621, 4.156381, 1.433592], [-2.090599, 4.828817, 0.404436], [-0.973196, 5.037680, -0.376621], [-0.823580, 5.710286, -1.592902], [0.437295, 5.748604, -2.137572], [1.534610, 5.134250, -1.496984], [1.403300, 4.472150, -0.298704], [0.117454, 4.439539, 0.250961], [-2.018207, -0.181975, 2.008784], [-2.130547, 1.572386, 1.709418], [-1.577262, 0.956930, 3.282416], [2.647948, -0.375091, 0.708420], [2.759357, 2.202424, 1.648837], [1.094606, 3.664218, 2.813598], [-0.486829, 3.007405, 3.247389], [-1.675282, 6.165911, -2.078865], [0.599066, 6.250578, -3.082418], [2.508023, 5.181261, -1.968081], [2.247031, 3.992081, 0.175925]], "forces_ev_per_angstrom": [[-0.16, 0.19, -0.55], [-0.03, -0.01, 0.04], [-0.04, -0.01, -0.01], [0.05, 0.03, 0.04], [-0.02, 0.04, -0.02], [-0.09, -0.02, 0.18], [0.04, 0.03, -0.05], [-0.03, 0.00, 0.03], [0.04, -0.07, -0.01], [0.05, -0.01, 0.00], [0.00, 0.00, 0.00], [-0.02, 0.06, -0.02], [0.01, -0.02, -0.01], [0.01, -0.02, 0.05], [-0.02, -0.01, -0.02], [0.03, -0.07, -0.02], [0.00, 0.01, -0.02], [0.00, 0.06, -0.07], [0.00, 0.01, 0.03], [0.30, -0.35, 0.38], [0.04, 0.19, -0.02], [-0.06, -0.03, 0.05], [0.00, -0.09, -0.05], [-0.02, 0.04, 0.02], [0.02, 0.01, -0.01], [0.05, -0.11, 0.02], [-0.03, 0.01, -0.02], [0.03, 0.02, -0.02], [-0.06, -0.04, 0.01], [0.09, -0.05, -0.06], [-0.16, 0.11, 0.00], [0.00, 0.01, 0.00], [0.01, 0.01, 0.01], [0.00, 0.00, 0.00], [0.00, 0.02, -0.02], [-0.02, -0.01, 0.00], [0.03, -0.01, -0.04], [0.02, -0.01, -0.01], [0.03, 0.01, 0.01], [-0.01, 0.00, 0.02], [-0.04, 0.08, -0.03], [0.04, -0.04, 0.02], [-0.08, 0.03, -0.04], [0.07, 0.01, -0.04], [-0.11, -0.12, 0.18], [0.07, -0.01, 0.00], [-0.01, 0.03, -0.09], [0.04, -0.01, 0.04], [0.06, -0.07, 0.09], [-0.03, -0.01, -0.05], [0.04, -0.06, 0.07], [-0.01, 0.06, -0.10], [-0.02, -0.02, 0.03], [0.00, -0.03, 0.03], [-0.03, 0.02, -0.02], [0.03, 0.03, 0.03], [-0.03, -0.03, -0.04], [0.05, 0.01, 0.05], [0.03, 0.03, -0.01], [-0.03, 0.01, 0.00], [0.01, -0.01, 0.04], [0.04, 0.01, -0.03], [-0.03, 0.04, 0.01], [-0.02, 0.03, -0.02], [0.02, 0.03, 0.02], [-0.04, -0.03, 0.01], [-0.07, 0.10, 0.03], [0.00, -0.02, 0.02], [0.00, 0.00, 0.02], [0.03, 0.01, 0.00], [0.01, 0.00, 0.00], [0.00, 0.00, 0.00], [0.00, 0.00, 0.00], [-0.01, 0.02, -0.01]]}

***

{"formula": "C3Br2F3N", "method": "ωB97M-V/def2-TZVPD", "homo_ev": -9.7, "gap_ha": 0.324, "total_energy_ha": -5616.5782, "de_lowest_ev": 2.171, "elements": ["C", "C", "C", "N", "F", "F", "F", "Br", "Br"], "coordinates": [[-0.688364, -0.187418, 0.286985], [-1.885781, 0.261631, -0.061088], [1.535349, -0.428597, 0.014515], [0.285123, -0.838373, 0.746843], [2.735520, -1.011642, -0.281815], [2.208101, 0.732600, 0.647730], [1.014810, 0.105668, -1.091163], [-3.264916, -0.563178, -1.102403], [-1.939846, 1.929313, 0.840397]], "forces_ev_per_angstrom": [[-1.06, -2.49, -0.07], [1.59, -0.34, 0.81], [1.97, 5.00, 0.29], [1.37, 0.57, -0.32], [-3.01, -2.08, 0.24], [-2.61, -1.57, 0.10], [1.50, -0.25, -1.57], [1.12, 0.71, 0.72], [-0.88, 0.45, -0.20]]}

***

{"formula": "C8H15AgO5", "method": "ωB97M-V/def2-TZVPD", "spin_multiplicity": 3, "homo_ev": [-15.3, -16.5], "s_squared": 2.008, "gap_ha": [0.216, 0.261], "total_energy_ha": -836.0586, "charge": 2, "elements": ["C", "O", "C", "C", "O", "C", "C", "O", "H", "H", "H", "H", "H", "H", "H", "H", "O", "C", "C", "O", "C", "Ag", "H", "H", "H", "H", "H", "H", "H"], "coordinates": [[1.792261, -1.965114, -2.585210], [2.280704, -1.908039, -1.452050], [2.813211, -0.658745, -0.894423], [2.481695, -0.612472, 0.572453], [1.075106, -0.440064, 0.786010], [0.364666, -1.545177, 1.363573], [-1.013423, -1.694624, 0.752163], [-1.832756, -2.421357, 1.247784], [1.713560, -1.066966, -3.214482], [1.345237, -2.921018, -2.877470], [2.386511, 0.178315, -1.460775], [3.898643, -0.714529, -1.035499], [2.822253, -1.517744, 1.087901], [3.014328, 0.245201, 1.003382], [0.292341, -1.409216, 2.450159], [0.908726, -2.477113, 1.157509], [-1.578372, 0.880604, 1.647443], [-2.700876, 1.231652, 0.907293], [-2.355391, 2.223954, -0.200543], [-1.109125, 1.812825, -0.825568], [-1.192877, 0.875420, -1.832976], [0.069916, 1.358653, 0.848467], [-3.503428, 1.684365, 1.518102], [-3.132649, 0.328388, 0.428045], [-2.152959, 3.219960, 0.215762], [-3.129377, 2.301211, -0.974584], [-0.338570, 1.002545, -2.498830], [-2.104466, 0.541118, -2.327108], [-1.232961, -1.110696, -0.257515]], "forces_ev_per_angstrom": [[-0.71, 0.10, -0.08], [-0.12, -0.42, -0.14], [0.49, 0.58, 0.08], [0.03, -0.08, 0.34], [1.34, -1.41, -0.42], [0.07, -0.56, 0.41], [-1.31, -0.04, -0.81], [0.81, 0.76, -0.55], [0.20, -0.25, 0.05], [0.34, 0.07, -0.08], [0.08, -0.19, 0.07], [-0.20, 0.02, 0.00], [0.03, 0.17, -0.12], [-0.05, -0.19, -0.07], [-0.07, -0.09, -0.23], [-0.08, 0.15, 0.10], [-2.86, -0.17, 1.68], [-1.02, -0.86, -1.21], [-0.22, 0.67, 0.30], [-1.57, 0.20, -1.73], [1.03, 0.23, -0.79], [2.96, 2.11, 0.08], [0.45, -0.13, 0.22], [0.10, 0.24, 0.37], [0.01, -0.22, -0.21], [0.08, -0.08, 0.36], [-0.05, -0.24, 0.18], [-0.28, 0.45, 0.71], [0.51, -0.82, 1.48]]}